{"formula": "C3H29N2O11", "method": "ωB97M-V/def2-TZVPD", "lumo_energy_ev": -2.96, "homo_lumo_gap_ev": 9.496, "total_energy_ev": -29077.42104, "total_charge": 1, "spin_multiplicity": 1, "molar_mass_g_mol": 269.27, "symbols": ["N", "C", "C", "N", "C", "O", "H", "H", "H", "H", "H", "H", "H", "H", "H", "H", "H", "O", "H", "H", "O", "H", "H", "O", "H", "H", "O", "H", "H", "O", "H", "H", "O", "H", "H", "O", "H", "H", "O", "H", "H", "O", "H", "H", "O"], "coordinates": [[-1.904592, -0.760619, -1.394261], [-0.486514, -0.936004, -1.725795], [0.146617, 0.315946, -2.278729], [1.529386, 0.342225, -2.305825], [2.415630, -0.785880, -1.597435], [-0.476669, 1.286167, -2.782277], [-2.380378, -1.548353, -0.935313], [-2.455864, -0.735637, -2.189524], [-2.083824, 0.115709, -0.967647], [-0.041038, -1.316920, -0.808149], [-0.343143, -1.813698, -2.381338], [1.976535, 1.280048, -2.580294], [2.454752, -1.646039, -2.121924], [2.080314, -1.048729, -0.538979], [3.507206, -0.301731, -1.382725], [2.940495, -2.450845, 3.108973], [2.096099, -3.597100, 3.410191], [2.675870, -3.242362, 2.781799], [0.064469, 4.923400, 0.418369], [-0.224307, 3.747285, 1.252147], [-0.628361, 4.305828, 0.477018], [1.710809, -2.642656, 1.624690], [1.074210, -3.341152, 0.375497], [1.383596, -2.476355, 0.724685], [-1.715005, 1.320797, 3.661199], [-2.173249, 0.244740, 2.712979], [-1.445215, 0.810905, 2.953599], [1.310638, 1.334273, 1.561128], [2.375777, 2.434348, 1.178225], [1.467031, 2.086391, 1.015578], [0.211145, 3.003170, -3.291898], [0.397480, 3.783543, -1.972784], [0.881698, 3.441331, -2.762969], [-2.776567, -2.041161, 1.331628], [-3.834318, -0.747671, 1.163324], [-3.079167, -1.262365, 0.735612], [-1.832072, -4.931710, 0.592521], [-1.271802, -3.964863, 1.626998], [-1.732665, -3.935626, 0.797943], [-0.364476, 1.388717, -0.110211], [-1.481261, 2.215192, -0.554699], [-1.309166, 1.332214, -0.169545], [0.049915, 0.234914, 2.710007], [1.159063, -0.357398, 1.692160], [0.980604, -0.118136, 2.594534]], "forces_ev_per_a": [[-0.08, -2.43, -1.54], [0.21, -1.28, 0.66], [1.88, 2.77, -2.02], [0.55, -1.16, 1.40], [0.96, 5.87, 3.11], [-0.21, -3.17, 1.04], [0.85, 0.41, 0.85], [-1.04, 0.45, -2.85], [0.35, 1.43, 1.61], [0.42, 0.55, 0.19], [-0.30, 0.64, -0.23], [-1.13, -1.92, 0.58], [0.27, -2.55, -2.15], [0.02, 0.66, -1.69], [-2.65, -1.25, -1.06], [1.52, 3.87, 1.75], [-1.19, -0.95, 1.64], [-0.02, -2.95, -2.49], [1.26, 1.73, -0.56], [-1.33, 1.02, -2.16], [0.09, -2.87, 2.50], [0.25, -0.45, -0.04], [0.43, 0.85, 0.44], [-1.19, -0.49, -1.00], [-0.86, 1.71, 2.40], [-0.30, -0.19, -0.22], [0.86, -1.32, -2.09], [0.31, -0.76, 1.42], [-1.14, -0.68, -0.09], [0.87, 1.87, -1.24], [-0.10, -0.15, 0.10], [0.55, -0.44, -0.95], [0.10, 1.08, 1.03], [-1.19, 1.82, -1.35], [1.44, -1.45, -0.61], [-0.83, -0.71, 2.69], [0.00, 2.39, 0.30], [0.52, 0.13, 0.76], [-0.46, -2.41, -1.01], [1.21, 0.00, 0.39], [-0.20, -0.33, 0.28], [-0.91, 1.46, 0.28], [0.86, -0.57, -0.35], [-0.39, -0.67, -0.60], [-0.25, 0.46, 0.87]]}

{"formula": "C3H29NO14", "method": "ωB97M-V/def2-TZVPD", "lumo_energy_ev": 0.00, "homo_lumo_gap_ev": 10.422, "total_energy_ev": -33738.43789, "spin_multiplicity": 1, "molar_mass_g_mol": 303.26, "symbols": ["O", "C", "N", "C", "O", "C", "H", "H", "H", "H", "H", "H", "H", "O", "H", "H", "O", "H", "H", "O", "H", "H", "O", "H", "H", "O", "H", "H", "O", "H", "H", "O", "H", "H", "O", "H", "H", "O", "H", "H", "O", "H", "H", "O", "H", "H", "O"], "coordinates": [[-1.324321, -1.619509, 0.557860], [-0.869044, -0.824226, 1.361671], [0.075290, 0.078416, 0.859292], [1.144916, 0.579521, 1.583131], [2.031492, 1.231043, 1.100686], [-1.311410, -0.677975, 2.779763], [0.195558, 0.010250, -0.160341], [1.171226, 0.127299, 2.556678], [-0.588742, -0.109726, 3.360701], [-2.220880, -0.098283, 2.614631], [-1.384957, -1.621803, 3.313853], [2.581485, 1.223338, -1.614896], [3.006785, 2.472488, -0.822718], [3.335627, 1.812516, -1.437458], [2.807939, -1.880394, 3.101946], [1.351830, -2.515968, 3.272252], [1.856401, -1.714396, 3.114033], [1.637643, -0.520981, -2.160494], [0.850129, 0.676789, -2.752605], [0.915587, 0.108278, -1.969852], [-0.079862, 3.329933, 0.161138], [-0.840282, 4.631440, 0.460158], [0.043860, 4.273337, 0.310978], [4.023085, -0.765308, -0.650446], [3.733179, 0.086480, 0.579959], [3.874636, -0.831209, 0.297472], [-2.869351, 0.804988, -0.947954], [-1.369041, 1.130062, -0.990122], [-2.237340, 1.533084, -0.899731], [-4.641760, -1.240261, -0.059106], [-5.074457, 0.088210, -0.743260], [-4.419085, -0.313364, -0.165799], [-1.186321, 2.643586, -2.355045], [0.099609, 3.515286, -2.560713], [-0.301625, 2.655038, -2.734705], [2.172683, -2.373724, -1.138447], [2.369333, -2.871549, -2.597876], [2.414684, -2.089469, -2.041309], [-3.201326, 1.399878, 1.076197], [-2.399158, 2.616100, 1.644890], [-2.980629, 1.889532, 1.878679], [-0.886952, -1.750431, -2.513549], [-1.566731, -2.282225, -1.212531], [-1.319239, -2.514457, -2.125978], [0.325317, -2.982762, 0.228472], [0.279415, -3.741891, -1.184745], [0.774804, -3.576979, -0.374760]], "forces_ev_per_a": [[-0.62, -0.22, 0.49], [1.18, 0.18, -0.66], [-0.40, -0.12, -0.26], [-0.06, -0.81, -0.40], [-0.13, 0.59, -0.06], [0.79, 0.08, -0.20], [0.26, 0.17, 0.27], [0.12, 0.51, 0.85], [-0.25, 0.38, -0.10], [-0.25, -0.13, 0.84], [-0.66, -0.15, -0.41], [0.14, 0.46, 0.39], [-0.14, -0.11, 0.15], [0.08, -0.26, -0.49], [-0.34, -0.41, -0.07], [0.56, -0.28, 0.05], [-0.19, 0.34, 0.08], [-0.26, -0.57, 0.04], [-0.28, 0.17, 0.31], [0.06, 0.36, -0.42], [0.01, -0.03, 0.00], [0.16, -0.08, -0.07], [-0.17, 0.06, -0.01], [0.06, 0.02, -0.06], [-0.01, -0.22, -0.22], [-0.06, 0.09, 0.26], [-0.01, -0.27, -0.01], [0.10, -0.19, -0.03], [-0.01, 0.28, -0.19], [-0.05, -0.10, -0.11], [-0.23, -0.23, 0.04], [0.35, 0.50, 0.00], [-0.11, 0.24, 0.06], [-0.24, -0.11, 0.10], [0.34, -0.12, -0.19], [-0.06, -0.28, -0.37], [-0.04, 0.00, 0.12], [0.45, 0.26, 0.11], [0.23, 0.42, -0.06], [-0.03, -0.15, -0.36], [-0.31, -0.23, 0.58], [0.13, 0.24, 0.24], [0.34, 0.24, -0.46], [-0.38, -0.48, 0.06], [-0.67, 0.04, -0.47], [-0.63, 0.61, 0.33], [1.25, -0.67, 0.33]]}

{"formula": "C3H2AuO3", "method": "ωB97M-V/def2-TZVPD", "lumo_energy_ev": [-8.90, -14.94], "homo_lumo_gap_ev": [10.513, 5.840], "total_energy_ev": -12949.00891, "total_charge": 2, "spin_multiplicity": 4, "molar_mass_g_mol": 283.01, "symbols": ["O", "C", "C", "O", "C", "O", "Au", "H", "H"], "coordinates": [[1.070092, -0.720777, -0.719735], [0.643395, 0.198731, -1.774310], [-0.324797, 0.904640, -1.198788], [-0.477777, 0.419435, 0.253979], [0.374638, -0.533934, 0.337479], [0.405593, -1.311226, 1.355237], [-1.823231, 1.293108, 1.918563], [-0.952920, 1.750038, -1.450909], [1.085009, -2.000015, 1.278483]], "forces_ev_per_a": [[0.78, 0.09, -1.77], [-0.85, -0.82, 3.79], [-0.06, 0.51, 0.10], [0.40, 0.87, -3.01], [0.74, -2.02, -0.14], [-0.24, 1.33, -0.51], [-1.17, 0.75, 1.41], [0.03, -0.21, 0.01], [0.38, -0.49, 0.12]]}